Molecular formula: C3H4FNO
Method: DFT, ωB97M-V/def2-TZVPD

Geometry as XYZ:
```
10
Properties=species:S:1:pos:R:3
O 2.99315 1.10458 -0.78687
C 1.86758 0.95883 -0.90746
N 0.70426 0.69009 -0.84967
F -0.20852 0.80485 -1.81868
C -0.65491 -0.28778 1.25012
C -1.18065 -0.99052 0.25034
H 0.37232 -0.42973 1.55474
H -0.91152 0.71841 1.50873
H -0.69905 -1.85165 -0.25080
H -2.28267 -0.71707 0.04955
```

Computed properties:
ΔE to the lowest compared entry with this formula, charge and spin = 105.4 kcal/mol
SMILES = O=C=NF.C=C
energy = -9426.044 eV
strongest force on any atom = 2.662 eV/A
HOMO-LUMO gap = 9.80 eV

Atom charges from the Mulliken analysis, given in e for atoms 1 to 6: atom 1 (O): -0.342, atom 2 (C): 0.487, atom 3 (N): -0.048, atom 4 (F): -0.119, atom 5 (C): -0.533, atom 6 (C): -0.439